(1)
# C8H11ClF9InOTi

C8H11ClF9InOTi as an isolated structure (the ωB97M-V functional and the def2-TZVPD basis, the Open Molecules 2025 dataset).

```
32
C8H11ClF9InOTi, DFT the ωB97M-V functional and the def2-TZVPD basis
In 2.36642 0.00976 -2.17547
Cl -0.42429 -0.50392 -2.46778
C 3.32574 -1.92466 -2.44697
C 2.65327 1.42898 -3.79311
H 4.29988 -1.79470 -2.93735
H 3.46688 -2.41482 -1.47462
H 2.67120 -2.53498 -3.07780
H 3.67827 1.35440 -4.17916
H 2.46437 2.45170 -3.44043
H 1.94046 1.17626 -4.58773
Ti -0.17360 0.42814 -0.39133
C -0.76391 2.36334 -0.38610
C 1.79451 0.61631 -0.11931
H 0.15291 2.96840 -0.28851
H -1.27341 2.57734 -1.33861
H -1.44504 2.56802 0.45049
H 2.00708 1.69685 0.02265
H 2.37544 0.01681 0.59354
F -2.75824 -2.30457 0.59664
C -2.20258 -2.13630 1.82536
F -3.08006 -2.57057 2.76666
F -1.09699 -2.90939 1.87523
C -1.82162 -0.64999 2.02843
O -0.84793 -0.34055 1.05452
C -3.06948 0.24469 1.83218
F -4.14872 -0.17214 2.53339
F -2.80098 1.53095 2.18552
F -3.39084 0.26703 0.50415
C -1.14795 -0.42079 3.39535
F -2.02190 -0.51143 4.42692
F -0.15728 -1.31628 3.59233
F -0.57163 0.80610 3.42095
```

**Electronic energy**: -2785.35742 hartree
**F_max**: 5.7 eV/Å
**HOMO level (spin up / spin down)**: -2.69 / -4.59 eV
**Kohn-Sham gap (spin up / spin down)**: 5.267 / 7.170 eV
**Multiplicity**: 2
**LUMO level (spin up / spin down)**: 2.6 / 2.6 eV
**Charge**: -1

(2)
# C2H11N5O

A 2-piece molecular cluster, C2H11N5O overall (the ωB97M-V functional and the def2-TZVPD basis, the Open Molecules 2025 dataset).

```
19
C2H11N5O, DFT the ωB97M-V functional and the def2-TZVPD basis
C -1.69377 0.30291 -1.13603
N -0.82140 0.03014 -0.00081
N -1.44625 -0.33024 1.23090
C 0.52331 -0.73509 -0.32457
N 0.62592 -1.85958 0.50714
O 0.91056 -0.77085 -1.49256
H -2.35517 -0.55011 -1.31709
H -2.29267 1.19098 -0.91848
H -1.09708 0.48498 -2.02921
H -2.16252 0.36304 1.43770
H -1.90870 -1.23143 1.10510
H 1.40910 -2.44146 0.24554
H 0.55050 -1.65399 1.49404
N 1.37401 0.81239 0.69499
N 2.23049 1.56323 -0.17302
H 1.74534 0.77518 1.64166
H 0.18007 0.95384 0.62759
H 1.65147 2.19906 -0.71984
H 2.57678 0.89698 -0.87306
```

**Electronic energy**: -431.70787 hartree
**F_max**: 3.2 eV/Å
**HOMO level**: -8.58 eV
**Kohn-Sham gap**: 9.445 eV
**LUMO level**: 0.9 eV
**Relative energy (zero: lowest compared OMol25 entry of this formula, charge and spin)**: 0.732 eV

(3)
# C4H8O

One molecule with the formula C4H8O (the ωB97M-V functional and the def2-TZVPD basis, the Open Molecules 2025 dataset).

```
13
C4H8O, DFT the ωB97M-V functional and the def2-TZVPD basis
O -1.29792 1.18231 -1.30947
C -0.88287 -0.17536 -1.28198
C 0.37171 -0.46847 -0.46404
C 0.55871 -0.88626 1.19639
C 0.56511 0.53352 1.31689
H -0.50918 1.72646 -1.18673
H -0.54846 -0.53189 -2.28831
H -1.79333 -0.74721 -1.07554
H 1.18061 0.04966 -0.98883
H -0.32743 -1.39859 1.57185
H 1.48830 -1.41635 1.41275
H -0.31966 1.07530 1.63672
H 1.51443 1.05688 1.46030
```

**Electronic energy**: -232.31854 hartree
**F_max**: 3.8 eV/Å
**HOMO level**: -8.40 eV
**Kohn-Sham gap**: 9.439 eV
**LUMO level**: 1.0 eV
**Relative energy (zero: lowest compared OMol25 entry of this formula, charge and spin)**: 3.459 eV

(4)
# C11H7Cl2NO4S2

C11H7Cl2NO4S2 as an isolated structure (the ωB97M-V functional and the def2-TZVPD basis, the Open Molecules 2025 dataset).

```
27
C11H7Cl2NO4S2, DFT the ωB97M-V functional and the def2-TZVPD basis
O -5.20679 -0.33364 -0.93845
C -4.31785 -0.50919 -0.12671
O -4.51712 -1.32590 0.81032
H -5.46181 -1.90433 0.64971
C -3.18766 0.07623 -0.11014
C -2.40610 -0.06271 1.16523
C -1.27117 0.61772 1.39891
C -0.87328 1.72556 0.15277
C -1.77193 1.96953 -0.88665
C -2.85074 1.18095 -0.91124
H -3.62926 1.59779 -1.70308
H -1.56957 2.79052 -1.62832
N 0.36165 2.22394 0.27712
S 1.73971 1.77482 1.04837
O 2.79893 2.42719 0.36114
O 1.52713 1.47895 2.54564
C 1.71043 -0.09946 0.30877
C 1.60105 -0.17441 -1.01013
Cl 1.76706 1.21192 -2.32363
S 1.52100 -1.75525 -1.39824
C 1.52035 -2.23847 0.08266
C 1.51666 -1.04980 1.14139
H 1.65576 -1.06085 2.11477
Cl 1.43427 -3.81273 0.82447
H 0.53956 3.23539 -0.58825
H -0.43585 0.61644 2.05859
H -2.59790 -0.90266 1.85026
```

**Electronic energy**: -2495.52457 hartree
**F_max**: 12.9 eV/Å
**HOMO level**: -8.54 eV
**Kohn-Sham gap**: 8.004 eV
**LUMO level**: -0.5 eV

- Among the records above, which one has the highest F_max?
  C11H7Cl2NO4S2

- The lowest electronic energy belongs to which entry?
  C8H11ClF9InOTi

- The lowest F_max belongs to which entry?
  C2H11N5O